<i>
This record from OMol25 describes the molecule C5H3NO. The level of theory is wB97M-V/def2-TZVPD.

The geometry in XYZ format:
```
10
Properties=species:S:1:pos:R:3
C -2.781 -0.232 0.015
C -1.626 -0.168 -0.117
C -0.181 -0.221 -0.139
C 0.732 0.885 -0.052
C 1.920 0.317 0.057
H -3.889 -0.490 0.260
H 0.616 1.958 -0.019
H 3.011 0.400 0.048
N 0.446 -1.408 0.001
O 1.752 -1.042 -0.055
```

Multiplicity = 1
SMILES string = C#Cc1ccon1
Gap between HOMO and LUMO = 0.3898 hartree



<ii>
This record from OMol25 describes the molecule C5H3NO. The level of theory is wB97M-V/def2-TZVPD.

The geometry in XYZ format:
```
10
Properties=species:S:1:pos:R:3
O -2.185 -0.313 -0.786
C -0.980 0.072 -0.311
C 0.021 -0.754 0.038
C 1.313 -0.328 0.456
C 2.431 -0.011 0.776
C -0.876 1.507 -0.199
N -0.813 2.657 -0.092
H -2.191 -1.276 -0.896
H -0.146 -1.827 -0.033
H 3.425 0.273 1.046
```

Multiplicity = 1
SMILES string = C#C/C=C(/O)C#N
Gap between HOMO and LUMO (spin up / spin down) = 0.1585 / 0.1570 hartree



<iii>
This record from OMol25 describes the molecule C5H3NO. The level of theory is wB97M-V/def2-TZVPD.

The geometry in XYZ format:
```
10
Properties=species:S:1:pos:R:3
O 0.136 1.406 -2.024
C 0.318 0.654 -1.102
C -0.748 -0.284 -0.557
C -0.672 -0.469 0.891
C -0.583 -0.588 2.085
C 1.657 0.573 -0.473
N 2.722 0.521 -0.027
H -0.616 -1.246 -1.075
H -1.717 0.122 -0.863
H -0.499 -0.688 3.145
```

Multiplicity = 1
SMILES string = C#CCC(=O)C#N
Gap between HOMO and LUMO = 0.3753 hartree



<iv>
This record from OMol25 describes the molecule C5H3NO. The level of theory is wB97M-V/def2-TZVPD.

The geometry in XYZ format:
```
10
Properties=species:S:1:pos:R:3
C 0.958 0.349 -1.720
C 0.317 0.118 -0.496
C -0.814 -0.738 -0.302
C -1.020 -0.600 0.995
C 0.684 0.748 0.709
H -1.419 -1.410 -0.925
H -1.512 -1.126 1.718
H 1.458 1.397 0.960
N 1.453 1.103 -2.593
O -0.106 0.160 1.655
```

Multiplicity = 1
SMILES string = N#Cc1ccoc1
Gap between HOMO and LUMO = 0.3584 hartree



Energy comparison, zero being the most stable, in kJ/mol: <i> 176.2; <ii> 52.2; <iii> 37.0; <iv> 0.0.



<i>
This record from OMol25 describes the molecule C5H3NO. The level of theory is wB97M-V/def2-TZVPD.

The geometry in XYZ format:
```
10
Properties=species:S:1:pos:R:3
O 0.278 0.724 1.001
C -0.485 0.499 -0.070
C 0.067 -0.597 -0.799
C 1.352 -1.034 -0.142
C 1.321 -0.201 0.975
C -1.651 1.277 -0.288
N -2.627 1.859 -0.542
H -0.251 -0.867 -1.806
H -0.005 -1.594 -0.138
H 2.002 -0.067 1.809
```

Multiplicity = 1
Gap between HOMO and LUMO = 0.2984 hartree



<ii>
This record from OMol25 describes the molecule C5H3NO. The level of theory is wB97M-V/def2-TZVPD.

The geometry in XYZ format:
```
10
Properties=species:S:1:pos:R:3
C -2.274 0.525 -1.098
C -1.197 0.218 -0.655
C 0.056 -0.076 -0.049
C 0.416 -1.156 0.694
O 1.630 -0.975 1.215
N 2.124 0.248 0.813
C 1.200 0.771 0.059
H -3.235 0.808 -1.466
H -0.077 -2.093 0.907
H 1.358 1.730 -0.418
```

Multiplicity = 1
SMILES string = C#Cc1cnoc1
Gap between HOMO and LUMO = 0.3824 hartree



Energy comparison, zero being the most stable, in kJ/mol: <i> 173.7; <ii> 0.0.



<i>
This record from OMol25 describes the molecule C5H3NO. The level of theory is wB97M-V/def2-TZVPD.

The geometry in XYZ format:
```
10
Properties=species:S:1:pos:R:3
N -2.919 0.992 -0.097
C -1.907 0.424 -0.057
C -0.572 -0.065 -0.068
C -0.133 -1.181 0.605
O 1.132 -1.349 0.740
C 1.723 0.304 -0.279
C 0.555 0.858 -0.536
H -0.902 -1.891 0.959
H 2.775 0.079 -0.297
H 0.247 1.831 -0.970
```

Multiplicity = 1
Gap between HOMO and LUMO = 0.3083 hartree



<ii>
This record from OMol25 describes the molecule C5H3NO. The level of theory is wB97M-V/def2-TZVPD.

The geometry in XYZ format:
```
10
Properties=species:S:1:pos:R:3
O -2.035 -0.202 -1.124
C -1.142 0.239 -0.422
C -0.249 -0.829 0.101
C 1.183 -0.547 0.336
C 2.352 -0.309 0.531
C -1.017 1.675 -0.224
N -0.960 2.821 -0.088
H -0.820 -1.423 -0.733
H -0.713 -1.317 0.963
H 3.401 -0.109 0.661
```

Multiplicity = 1
SMILES string = C#CCC(=O)C#N
Gap between HOMO and LUMO = 0.3615 hartree



Energy comparison, zero being the most stable, in kJ/mol: <i> 0.0; <ii> 27.4.



<i>
This record from OMol25 describes the molecule C5H3NO. The level of theory is wB97M-V/def2-TZVPD.

The geometry in XYZ format:
```
10
Properties=species:S:1:pos:R:3
C -1.134 1.926 0.658
C -0.242 1.144 0.885
C 0.341 -0.120 0.529
C -0.606 -0.876 -0.092
O -0.096 -1.562 -1.094
N 1.271 -1.336 -1.132
C 1.531 -0.504 -0.162
H -1.964 2.486 0.287
H -1.671 -0.895 0.095
H 2.570 -0.263 0.025
```

Multiplicity = 1
SMILES string = C#Cc1cnoc1
Gap between HOMO and LUMO = 0.3673 hartree



<ii>
This record from OMol25 describes the molecule C5H3NO. The level of theory is wB97M-V/def2-TZVPD.

The geometry in XYZ format:
```
10
Properties=species:S:1:pos:R:3
N -0.126 -1.963 -0.632
C -0.542 -2.241 -1.709
C 0.021 -0.608 -0.280
C 1.185 0.069 -0.274
O 1.039 1.207 0.442
C -0.253 1.277 0.825
C -0.962 0.222 0.355
H 2.167 -0.168 -0.652
H -0.510 2.125 1.442
H -2.021 0.031 0.481
```

Multiplicity = 1
Gap between HOMO and LUMO = 0.3605 hartree



<iii>
This record from OMol25 describes the molecule C5H3NO. The level of theory is wB97M-V/def2-TZVPD.

The geometry in XYZ format:
```
10
Properties=species:S:1:pos:R:3
C 1.654 -0.932 -1.368
C 0.715 -0.260 -0.996
C -0.141 0.602 -0.680
C -1.002 0.436 0.478
C -0.836 -0.666 1.613
H 2.517 -1.566 -1.338
H -0.592 1.153 -1.580
H -2.028 0.941 0.701
N -0.449 -1.105 2.701
O 0.162 1.397 0.468
```

Multiplicity = 1
SMILES string = C#C[C@@H]1O[C@@H]1C#N
Gap between HOMO and LUMO = 0.4030 hartree



Energy comparison, zero being the most stable, in kJ/mol: <i> 176.0; <ii> 0.0; <iii> 304.6.